Record 1
# C28H74AsF6N6O9

A molecular structure, C28H74AsF6N6O9 in a non-equilibrium geometry (the ωB97M-V functional and the def2-TZVPD basis, the OMol25 dataset).

Element x y z (Å)
As -29.1139 18.2644 1.0880
F -29.9686 16.7666 0.4054
F -29.4816 19.1258 -0.4299
F -28.0097 19.6011 1.6114
F -28.7434 17.3725 2.6273
F -27.6202 17.5395 0.2462
F -30.5224 18.8999 1.8578
C -31.5723 13.5704 2.0457
C -32.6721 14.4820 1.4640
C -32.9103 15.7697 2.2767
O -33.6313 16.8048 1.6576
C -33.8484 18.0247 2.4347
N -32.1331 14.9154 0.2511
H -31.8428 13.3256 3.0729
H -30.6439 14.1218 2.1943
H -31.4331 12.6219 1.5270
H -33.6162 13.9839 1.2433
H -31.9502 16.1872 2.5802
H -33.5292 15.6000 3.1577
H -34.8789 18.3326 2.2580
H -33.2170 18.8437 2.0900
H -33.6880 17.8180 3.4928
H -31.2175 15.3079 0.4174
H -32.7379 15.6943 0.0330
C -26.0440 22.1290 0.0583
C -25.0724 21.4126 1.0472
C -25.1219 22.1827 2.4245
O -24.3526 21.4255 3.3223
C -23.8655 22.0792 4.5279
N -25.4461 20.0501 1.2441
H -26.1804 21.6981 -0.9336
H -25.7295 23.1727 0.0643
H -27.0586 22.1319 0.4567
H -24.1375 21.4925 0.4925
H -26.1640 22.1493 2.7426
H -24.7035 23.1840 2.3227
H -23.4271 23.0246 4.2082
H -23.0949 21.5114 5.0492
H -24.6262 22.3324 5.2664
H -25.3941 19.4883 0.4064
H -26.4453 20.1006 1.3824
C -24.3788 20.0587 -2.8018
C -24.4910 18.5896 -2.3680
C -23.1078 17.8914 -2.3580
O -23.0347 16.5176 -2.0118
C -23.6904 15.5896 -2.7584
N -25.1568 18.6633 -1.0784
H -23.9569 20.1076 -3.8056
H -23.9550 20.7269 -2.0520
H -25.3911 20.4582 -2.8623
H -25.2029 18.0535 -2.9956
H -22.5013 18.3571 -1.5812
H -22.5576 18.0400 -3.2871
H -23.5033 15.7381 -3.8219
H -24.7194 15.6934 -2.4143
H -23.2349 14.6439 -2.4645
H -25.3450 17.7137 -0.7905
H -26.1050 18.9804 -1.2214
C -28.1180 20.0969 4.9194
C -26.5867 19.9314 5.0205
C -26.2109 19.5215 6.4371
O -24.7884 19.6903 6.6128
C -24.3283 19.6874 7.9679
N -26.0713 19.0220 3.9168
H -28.4081 20.7835 5.7147
H -28.5732 19.1690 5.2656
H -28.2375 20.3411 3.8638
H -26.2811 20.9701 4.8948
H -26.4159 18.4632 6.5981
H -26.7601 20.1334 7.1527
H -24.4787 20.6706 8.4138
H -23.2525 19.5318 8.0490
H -24.8123 18.9132 8.5632
H -26.0727 18.0702 4.2547
H -26.8537 19.0431 3.2785
C -27.5777 16.3560 -3.2499
C -28.9059 17.1516 -2.9228
C -29.5432 17.7525 -4.1910
O -28.6218 18.6064 -4.8298
C -28.6539 18.4613 -6.2615
N -29.7175 16.1231 -2.2734
H -27.7145 15.4429 -3.8292
H -27.1897 15.9739 -2.3057
H -26.7422 16.9256 -3.6567
H -28.6105 17.9153 -2.2034
H -30.4810 18.2068 -3.8714
H -29.8061 16.9015 -4.8193
H -29.6243 18.6311 -6.7279
H -28.2791 17.4981 -6.6078
H -27.9688 19.2295 -6.6201
H -29.0555 15.6771 -1.6545
H -30.3607 16.5084 -1.5966
C -21.6090 17.2126 5.8536
C -22.9616 17.2524 4.9662
C -24.0970 16.4219 5.4581
O -25.1849 16.4953 4.5383
C -26.0465 15.4550 4.7183
N -23.2550 18.6743 4.7348
H -21.5359 16.1619 6.1342
H -21.8013 17.8190 6.7387
H -20.7532 17.6064 5.3054
H -22.6856 16.9930 3.9441
H -24.4667 16.7775 6.4199
H -23.7455 15.4004 5.6029
H -26.9170 15.7048 4.1117
H -26.4009 15.3895 5.7470
H -25.6561 14.5145 4.3295
H -23.7152 18.9615 5.5868
H -22.3617 19.1237 4.8768
C -32.3755 20.3899 -1.5282
C -31.8969 21.7097 -0.9556
O -32.0177 22.6386 -2.0183
C -32.1254 23.9627 -1.6989
O -31.9530 24.4774 -0.6025
O -32.2385 24.6539 -2.8544
C -32.2093 26.0892 -2.9021
H -33.4012 20.5430 -1.8637
H -32.3090 19.6121 -0.7675
H -31.7749 19.9025 -2.2962
H -30.8581 21.6386 -0.6333
H -32.3781 22.0431 -0.0361
H -33.0976 26.5348 -2.4543
H -32.0074 26.4495 -3.9108
H -31.3977 26.5426 -2.3330

Output
LUMO energy: 2.38 eV
Net charge: -1
Total energy: -4951.8302 Ha

***

Record 2
# C28H74O9S4

9 unconnected molecules or ions with the total composition C28H74O9S4 in a non-equilibrium geometry (the ωB97M-V functional and the def2-TZVPD basis, the OMol25 dataset).

Element x y z (Å)
C 4.5991 0.9741 -4.7165
C 3.8237 0.7362 -5.9961
O 2.5212 1.2385 -5.7840
C 1.5983 0.4886 -6.6316
C 0.2511 1.2286 -6.4730
H 4.2876 0.2455 -3.9744
H 5.6769 0.8628 -4.8430
H 4.4249 1.9755 -4.2904
H 4.1357 1.1879 -6.9388
H 3.8337 -0.3571 -6.1673
H 1.9614 0.4882 -7.7084
H 1.5751 -0.5463 -6.3055
H -0.6248 0.6580 -6.8192
H 0.2271 2.0725 -7.1280
H 0.2175 1.5523 -5.4268
C -3.3414 -1.5293 -1.9578
C -3.3897 -0.0127 -2.1800
O -4.6593 0.3089 -2.7086
C -4.7336 1.6769 -3.0241
C -5.8630 1.8434 -4.0710
H -3.3172 -2.0663 -2.8667
H -2.3835 -1.7003 -1.4331
H -4.1144 -1.9424 -1.3504
H -3.2670 0.4345 -1.2088
H -2.5415 0.2833 -2.8616
H -4.9390 2.2507 -2.1327
H -3.7705 2.0140 -3.3545
H -6.8080 1.4628 -3.6640
H -5.6414 1.3737 -5.0248
H -6.0837 2.8825 -4.2708
C -2.5521 -2.5131 1.8130
C -3.0481 -2.2058 3.1677
O -3.2432 -3.4368 3.8681
C -3.2938 -3.3071 5.2605
C -3.2009 -4.7442 5.8817
H -1.8767 -3.3676 1.8465
H -3.3321 -2.6724 1.0880
H -1.9474 -1.6266 1.4437
H -2.3544 -1.4939 3.7246
H -4.0309 -1.7742 3.0147
H -2.4771 -2.6623 5.6545
H -4.1891 -2.7931 5.6424
H -3.8228 -5.3965 5.2485
H -3.5480 -4.6498 6.8690
H -2.2594 -5.2459 5.7417
C 4.6416 -2.4689 1.1828
C 4.1007 -2.3310 2.5820
O 2.8755 -3.0603 2.7428
C 2.1467 -2.6122 3.8686
C 0.7381 -3.1342 3.8272
H 3.8299 -2.1330 0.5454
H 5.5366 -1.9329 0.9176
H 4.8507 -3.5022 0.8556
H 4.8975 -2.6051 3.3109
H 3.8501 -1.2783 2.7405
H 2.5819 -2.9256 4.7882
H 2.1296 -1.4915 3.8296
H 0.1379 -2.8391 2.9669
H 0.1848 -2.8198 4.6945
H 0.6373 -4.2296 3.8394
C -2.6922 3.9332 -0.5769
C -2.8724 2.9460 0.5503
O -4.1734 2.2696 0.3671
C -4.3395 1.0098 1.0310
C -5.5539 0.4560 0.6247
H -2.2936 3.4630 -1.4985
H -3.6895 4.3039 -0.8581
H -2.0823 4.7941 -0.3104
H -2.1090 2.1887 0.5192
H -2.8543 3.5286 1.5291
H -3.4841 0.4073 0.8070
H -4.2773 1.1518 2.1409
H -5.6277 0.4705 -0.4359
H -6.3623 0.9428 1.0819
H -5.6553 -0.5832 0.8924
C 1.6559 2.6025 -2.8748
S -0.0650 2.2753 -2.8859
O -0.3742 1.9853 -1.4079
C -0.5447 3.8925 -3.4577
H 1.8559 3.4755 -2.2336
H 2.0013 2.7727 -3.8431
H 2.1629 1.7363 -2.4594
H 0.1575 4.0919 -4.2047
H -0.4589 4.6497 -2.6465
H -1.5439 3.9110 -3.9270
C 0.3570 -3.2587 -2.4212
S 1.9549 -2.4443 -2.8249
O 1.7306 -1.7898 -4.1237
C 1.7485 -1.1961 -1.4919
H -0.4283 -2.4772 -2.5379
H 0.4642 -3.6321 -1.3733
H 0.1730 -4.0959 -3.0803
H 2.6245 -0.5354 -1.5228
H 1.6911 -1.6931 -0.5492
H 0.7886 -0.6884 -1.5491
C 6.4748 0.3234 5.5657
S 4.8299 -0.1920 6.1013
O 4.8674 -0.7152 7.4968
C 4.1469 1.4664 6.1680
H 6.9493 0.9650 6.2985
H 6.3554 0.8273 4.5916
H 7.0224 -0.5942 5.6309
H 4.6626 1.9563 6.9370
H 3.0943 1.3276 6.5131
H 4.2121 1.8185 5.1360
C 2.3056 2.8794 0.6659
S 2.5232 1.2100 1.2195
O 3.5370 1.3677 2.2999
C 0.8683 1.0294 1.8472
H 1.6015 2.9844 -0.1145
H 3.3232 3.2327 0.3577
H 2.0266 3.4328 1.5308
H 0.8099 0.0562 2.2867
H 0.2964 1.0755 0.9138
H 0.5909 1.8532 2.4605

Output
LUMO energy: 0.23 eV
Total energy: -3380.8491 Ha

***

Record 3
# C28H75F6N3O16P

9 unconnected molecules or ions with the total composition C28H75F6N3O16P in a non-equilibrium geometry (the ωB97M-V functional and the def2-TZVPD basis, the OMol25 dataset).

Element x y z (Å)
P 1.1764 -0.1224 -0.0399
F 1.5518 -0.8035 -1.5241
F 1.1205 1.3669 -0.6972
F -0.4587 -0.3175 -0.3646
F 0.8005 0.6138 1.3951
F 1.2100 -1.4843 0.8404
F 2.7316 0.2599 0.2025
C -3.7527 -5.7286 9.5904
O -3.5468 -4.8178 8.4926
C -4.5868 -4.6424 7.5325
C -3.8054 -4.5760 6.1909
N -3.0187 -3.3639 6.0899
C -2.0596 -3.5770 5.0559
C -1.3100 -2.2723 4.7836
O -2.1048 -1.2965 4.1489
C -1.2789 -0.3105 3.5362
H -4.1715 -5.1976 10.4453
H -2.7767 -6.0448 9.9586
H -4.3472 -6.6088 9.3455
H -5.2256 -3.7806 7.7261
H -5.2481 -5.5088 7.5485
H -4.4746 -4.6269 5.3320
H -3.1751 -5.4647 6.1584
H -3.5832 -2.6242 5.6971
H -2.4352 -4.0090 4.1283
H -1.2246 -4.1858 5.4029
H -0.4233 -2.5403 4.2090
H -0.9178 -1.9130 5.7350
H -0.5972 0.1446 4.2547
H -1.9362 0.3789 3.0062
H -0.8073 -0.7829 2.6745
C 0.2450 -3.9388 -3.3734
O -0.5275 -3.2811 -4.4603
C -0.0634 -1.9719 -4.8525
C -1.1050 -1.2502 -5.7525
N -1.4592 -2.0634 -6.9547
C -2.3607 -1.3312 -7.8787
C -3.2243 -2.3797 -8.6255
O -3.8974 -3.0859 -7.5777
C -4.5649 -4.2501 -8.0532
H -0.0963 -3.6775 -2.3717
H 1.3201 -3.7691 -3.4331
H 0.1511 -5.0247 -3.3588
H 0.8981 -2.0207 -5.3637
H 0.0752 -1.4017 -3.9339
H -0.6921 -0.2675 -5.9805
H -2.0167 -1.0669 -5.1840
H -1.8892 -2.9269 -6.6556
H -1.7772 -0.7931 -8.6258
H -3.1016 -0.6755 -7.4213
H -2.6392 -3.1607 -9.1111
H -3.9535 -1.9804 -9.3304
H -4.9742 -4.0476 -9.0429
H -5.4572 -4.3675 -7.4383
H -3.9823 -5.1640 -7.9378
C 1.3095 6.2446 -4.0428
O 1.6198 6.1437 -2.6534
C 1.4211 4.8773 -2.1437
C 1.8023 4.7901 -0.6748
N 1.0015 5.8087 0.0811
C 1.6652 6.1523 1.3407
C 0.7275 7.1030 2.0911
O 0.6103 8.3071 1.2768
C 0.2109 9.4693 1.9073
H 0.2466 6.1442 -4.2625
H 1.8336 5.4553 -4.5818
H 1.6151 7.2221 -4.4157
H 1.9378 4.0805 -2.6786
H 0.3474 4.7057 -2.2198
H 2.8384 5.0308 -0.4368
H 1.4976 3.8057 -0.3195
H 0.8758 6.6161 -0.5127
H 2.5562 6.7536 1.1604
H 1.8572 5.2442 1.9122
H 1.2356 7.2472 3.0446
H -0.2087 6.5825 2.2929
H 0.6875 9.5085 2.8868
H -0.8641 9.4623 2.0872
H 0.2820 10.3947 1.3357
C 3.5431 0.1939 -4.1262
C 3.7025 1.6265 -3.6705
O 5.0419 2.1336 -3.8716
O 3.5716 0.1680 -5.5578
H 2.6040 -0.1602 -3.7012
H 4.3951 -0.3974 -3.7905
H 3.3859 1.6226 -2.6275
H 2.9787 2.1863 -4.2628
H 5.6233 1.6795 -3.2572
H 4.4407 0.4814 -5.8186
C -2.5897 2.3857 0.3976
C -1.3541 3.1527 -0.1256
O -1.3568 4.5269 0.2867
O -3.7106 2.4090 -0.4272
H -2.9470 2.6124 1.4021
H -2.1805 1.3806 0.2957
H -1.2250 3.0892 -1.2060
H -0.4606 2.7620 0.3614
H -0.4712 4.8530 0.1109
H -3.4068 3.0303 -1.0931
C 3.4954 0.4579 3.1291
C 4.1780 1.0688 4.3789
O 3.1754 1.7759 5.1881
O 2.4595 -0.3957 3.5917
H 4.3472 -0.0042 2.6301
H 3.0341 1.2506 2.5401
H 5.0790 1.6166 4.1028
H 4.4703 0.2238 5.0024
H 2.3271 1.3303 5.1308
H 1.9608 -0.5689 2.7899
C -2.1984 -3.3353 0.6681
C -3.4782 -2.4533 0.9525
O -3.8210 -2.6698 2.3253
O -1.0684 -3.0684 1.4311
H -1.9166 -3.2709 -0.3828
H -2.4419 -4.3919 0.7792
H -4.3081 -2.8099 0.3424
H -3.3078 -1.3899 0.7845
H -3.2358 -2.2587 2.9657
H -0.7752 -2.1932 1.1671
C 4.3122 -2.9305 0.8539
C 5.5431 -2.0037 0.5766
O 5.7941 -2.1281 -0.8428
O 4.7039 -4.2437 0.4477
H 3.5169 -2.6182 0.1770
H 3.9590 -2.9028 1.8847
H 6.4239 -2.3539 1.1148
H 5.3175 -0.9850 0.8923
H 5.5428 -3.0227 -1.0843
H 3.9888 -4.8785 0.5318

Output
LUMO energy: 2.35 eV
Energy above the lowest of the compared OMol25 structures with the same formula, charge and spin: 2.42 kJ/mol
Net charge: -1
Total energy: -3420.5208 Ha

***

Record 4
# C28H75N3O16

8 unconnected molecules or ions with the total composition C28H75N3O16 in a non-equilibrium geometry (the ωB97M-V functional and the def2-TZVPD basis, the OMol25 dataset).

Element x y z (Å)
C 3.4564 -1.6032 -5.3175
O 2.2687 -1.7928 -4.5526
C 2.4516 -1.3569 -3.2188
C 3.6335 -1.9395 -2.4634
N 3.7192 -3.3869 -2.6524
C 4.8299 -4.0072 -1.9551
C 6.1888 -3.4565 -2.3993
O 6.2167 -3.4776 -3.8004
C 7.3667 -2.9200 -4.4065
H 3.7406 -0.5500 -5.3305
H 3.2422 -2.0181 -6.2996
H 4.3242 -2.1619 -4.9505
H 1.5731 -1.7771 -2.7146
H 2.3599 -0.2680 -3.1638
H 3.5584 -1.6841 -1.4058
H 4.5470 -1.4496 -2.8333
H 3.7536 -3.5398 -3.6507
H 4.7954 -5.0892 -2.0814
H 4.6396 -3.8533 -0.8901
H 6.9962 -4.0585 -1.9575
H 6.4148 -2.4673 -1.9828
H 7.2120 -2.7797 -5.4736
H 8.1819 -3.6571 -4.3212
H 7.6563 -2.0287 -3.8399
C 16.0728 0.8246 -14.0476
O 15.7333 -0.3998 -13.4329
C 14.3619 -0.7036 -13.6051
C 14.0909 -2.1155 -13.1174
N 13.9630 -2.1634 -11.6756
C 13.4307 -3.4085 -11.1564
C 13.4739 -3.4071 -9.6498
O 14.8018 -3.6832 -9.2034
C 14.8316 -3.7735 -7.7867
H 15.4325 1.6236 -13.6700
H 16.0231 0.7661 -15.1404
H 17.1224 1.0215 -13.8360
H 14.1362 -0.6365 -14.6789
H 13.7156 0.0351 -13.1166
H 14.8658 -2.7691 -13.5436
H 13.1691 -2.4631 -13.5957
H 14.8571 -1.9117 -11.2715
H 13.9789 -4.2894 -11.5212
H 12.3946 -3.5337 -11.4813
H 12.8291 -4.1910 -9.2424
H 13.0951 -2.4729 -9.2213
H 15.7517 -4.2889 -7.5215
H 13.9461 -4.2514 -7.3675
H 14.8908 -2.7511 -7.3974
C 11.7707 -1.4970 -5.3335
O 11.2724 -2.7280 -5.7076
C 11.6917 -3.8282 -4.9272
C 11.0288 -5.0920 -5.5047
N 11.3816 -6.3212 -4.7598
C 12.8101 -6.6901 -4.9070
C 13.1748 -7.4294 -6.1807
O 12.6274 -8.7334 -6.2393
C 13.5716 -9.6980 -6.6257
H 11.7026 -0.7356 -6.1153
H 12.8500 -1.4764 -5.1104
H 11.3291 -1.0088 -4.4537
H 11.5114 -3.7483 -3.8519
H 12.7769 -3.8958 -5.0921
H 11.2235 -5.1799 -6.5806
H 9.9656 -4.8464 -5.4126
H 10.9100 -6.9961 -5.3644
H 13.0208 -7.3621 -4.0733
H 13.4405 -5.8025 -4.8899
H 14.2666 -7.4507 -6.2617
H 12.8184 -6.8744 -7.0595
H 14.3279 -9.9278 -5.8734
H 14.0432 -9.4104 -7.5745
H 13.0997 -10.6391 -6.9167
O 10.2339 -5.4588 -11.8844
C 8.9927 -5.5708 -12.6131
C 8.4884 -6.9891 -12.5470
O 9.3296 -7.8934 -13.2497
H 10.8855 -5.9258 -12.4231
H 8.3024 -4.9030 -12.0908
H 9.0544 -5.1875 -13.6341
H 7.4585 -7.0291 -12.9163
H 8.3290 -7.2928 -11.5062
H 10.0699 -8.0564 -12.6542
O 8.5811 2.1476 -6.2585
C 7.7470 1.3540 -7.1066
C 7.3670 0.0634 -6.4034
O 6.3986 0.3195 -5.3900
H 8.0483 2.4133 -5.5018
H 6.9265 1.9389 -7.5278
H 8.3538 1.1006 -7.9825
H 8.2773 -0.4053 -6.0322
H 6.8743 -0.6425 -7.0746
H 6.8042 0.5949 -4.5643
O 8.9010 -2.4813 -7.1221
C 9.2865 -2.1832 -8.4525
C 9.1401 -3.3743 -9.3912
O 10.4344 -3.9736 -9.4860
H 9.5680 -3.0566 -6.7268
H 8.6410 -1.4089 -8.8828
H 10.2789 -1.7247 -8.4129
H 8.7450 -2.9778 -10.3352
H 8.3933 -4.0977 -9.0566
H 10.4615 -4.5397 -10.2770
O 10.3943 0.4377 -12.5734
C 10.6746 -0.8365 -12.0368
C 9.8147 -1.8843 -12.6995
O 8.4468 -1.6241 -12.4535
H 11.0439 1.0718 -12.2658
H 11.7487 -1.0148 -12.1689
H 10.5460 -0.9801 -10.9525
H 10.0293 -2.9268 -12.4718
H 10.0698 -1.8125 -13.7696
H 8.2376 -0.6789 -12.5659
O 6.7694 0.6064 -12.0833
C 5.5768 -0.0166 -11.5911
C 5.9786 -0.8780 -10.3934
O 6.3212 -2.1804 -10.8366
H 6.5831 1.4201 -12.5500
H 4.9803 0.8448 -11.2482
H 5.0288 -0.5415 -12.3762
H 5.2371 -0.9646 -9.5981
H 6.8161 -0.3906 -9.8793
H 7.1945 -2.0726 -11.2680

Output
LUMO energy: 0.21 eV
Energy above the lowest of the compared OMol25 structures with the same formula, charge and spin: 7.05 kJ/mol
Total energy: -2479.6729 Ha
SMILES string: COCCNCCOC.COCCNCCOC.COCCNCCOC.OCCO.OCCO.OCCO.OCCO.OCCO